No. 1
28
Properties=species:S:1:pos:R:3 method="wB97M-V/def2-TZVPD" energy_ev=-15187.4803 max_force_ev_per_a=1.189 relative_energy_kj_mol=42.6
C 1.814 -1.260 -3.986
C 1.561 -0.315 -2.862
C 0.992 0.911 -2.897
N 0.810 1.383 -1.609
C 1.208 0.440 -0.718
C 1.339 0.443 0.671
C 1.879 -0.686 1.260
C 2.325 -1.801 0.533
C 2.262 -1.764 -0.852
C 1.708 -0.649 -1.473
H 1.086 -1.197 -4.790
H 1.794 -2.298 -3.676
H 2.778 -1.113 -4.486
H 0.841 1.567 -3.744
H 0.301 2.234 -1.456
H 0.940 1.187 1.341
H 2.100 -0.659 2.323
H 2.777 -2.639 1.047
H 2.659 -2.593 -1.419
C -4.017 0.919 2.281
C -3.121 0.592 3.485
O -2.664 1.752 4.174
H -3.537 0.654 1.347
H -4.226 1.987 2.273
H -4.932 0.325 2.284
H -3.728 0.029 4.201
H -2.240 0.028 3.159
H -2.707 2.521 3.590



No. 2
31
Properties=species:S:1:pos:R:3 method="wB97M-V/def2-TZVPD" energy_ev=-21326.4657 max_force_ev_per_a=3.551 relative_energy_kj_mol=441.2
C 4.334 -4.705 -0.012
C 3.577 -3.739 0.002
C 2.484 -2.711 0.432
C 2.909 -1.566 1.095
C 4.347 -1.092 1.497
C 1.520 -0.865 1.379
O 1.432 0.126 2.070
O 0.493 -1.598 0.761
C 0.923 -2.829 0.210
O 0.280 -3.690 -0.316
H 4.967 -5.623 0.139
H 4.506 -1.106 2.615
H 5.099 -1.806 1.045
H 4.535 -0.069 1.032
C -1.659 -0.053 -1.022
O -1.306 1.176 -1.637
C -2.401 2.049 -1.881
C -2.829 2.889 -0.662
C -3.635 2.102 0.368
N -1.673 3.502 0.006
H -2.637 -0.414 -1.353
H -1.637 0.050 0.064
H -0.907 -0.795 -1.297
H -2.055 2.739 -2.658
H -3.248 1.500 -2.309
H -3.475 3.693 -1.030
H -3.012 1.437 0.968
H -4.131 2.785 1.062
H -4.409 1.502 -0.117
H -1.191 4.102 -0.660
H -1.001 2.758 0.191



No. 3
28
Properties=species:S:1:pos:R:3 method="wB97M-V/def2-TZVPD" energy_ev=-24520.8602 max_force_ev_per_a=6.687 charge=+1 relative_energy_kj_mol=218.2
C 2.289 -0.242 2.935
C 2.601 -1.134 1.883
C 1.267 0.640 2.773
C 1.674 -1.317 0.901
C 0.433 0.605 1.681
C 0.616 -0.400 0.807
C -3.038 -1.105 -0.036
C -1.798 -1.174 0.462
C 0.968 1.648 -1.718
C -1.224 0.439 -2.986
C -0.549 -0.659 -0.063
O -1.660 1.881 -0.875
S -0.701 0.878 -1.321
H 2.971 -0.059 3.829
H 3.432 -1.716 1.777
H 1.000 1.318 3.603
H 1.944 -1.986 0.082
H -0.481 1.248 1.731
H -3.798 -1.450 0.660
H -3.443 -0.473 -0.744
H -1.610 -1.853 1.287
H 1.012 2.480 -0.939
H 0.636 2.101 -2.700
H 1.782 1.128 -1.966
H -2.137 -0.129 -2.963
H -0.639 -0.210 -3.575
H -1.475 1.362 -3.499
H -0.074 -1.821 -1.024